Formula: C3H8N2O
Source: OMol25
Level of theory: wB97M-V/def2-TZVPD

Calculated values
E_tot	-303.6560	Ha
gap between HOMO and LUMO (spin up / spin down)	9.14 / 9.00	eV
maximum force	0.08221	hartree/bohr
highest occupied orbital energy (spin up / spin down)	-8.7 / -8.7	eV

```
14
Properties=species:S:1:pos:R:3:forces:R:3
C -0.703 1.197 -0.224 -0.2016 -1.0502 -3.6653
C 0.549 0.337 0.273 -1.2092 0.8740 -2.4649
C 0.653 -0.840 -0.767 1.1942 -1.5457 3.7491
N 0.328 0.181 1.633 -0.9441 0.1722 0.4653
N -1.790 0.519 1.498 2.0375 1.5171 2.2159
O -1.849 0.452 0.196 0.8171 0.6253 -1.0580
H -0.527 2.213 0.119 -1.0584 -0.0065 0.5755
H -0.756 1.191 -1.419 0.1289 0.1249 2.6908
H 1.254 1.181 0.077 0.4593 -1.0215 0.1800
H -0.007 -1.674 -0.505 -0.8160 0.5887 -0.1544
H 1.572 -1.418 -0.607 0.4943 0.5866 -0.2238
H 0.582 -0.604 -1.776 -0.2463 0.7660 -1.6635
H 0.424 -0.770 1.960 -0.2441 -0.4069 -0.1520
H -2.314 -0.207 1.953 -0.4116 -1.2240 -0.4947
```
Positions in Å, forces in eV/Å.

***

Formula: CH13O5S
Source: OMol25
Level of theory: wB97M-V/def2-TZVPD

Calculated values
total charge	-1
E_tot	-820.3083	Ha
gap between HOMO and LUMO	6.42	eV
maximum force	0.05605	hartree/bohr
highest occupied orbital energy	-3.3	eV

```
20
Properties=species:S:1:pos:R:3:forces:R:3
C 1.638 0.469 1.447 -1.5042 -2.4520 -0.1755
S 1.315 2.060 0.765 0.3965 1.4549 -0.3911
H 1.725 -0.343 0.689 0.1918 0.5715 0.1039
H 2.438 0.240 2.153 0.1239 0.7296 0.1846
H 0.661 0.179 1.892 0.7247 -0.1489 0.4004
H 1.336 1.389 -1.033 0.4894 -0.7121 -1.3213
H 1.702 -0.013 -1.557 0.3123 -0.1758 0.0826
O 1.407 0.799 -1.962 -0.1095 0.9860 1.3898
H 0.014 -2.727 -1.011 0.5028 -0.1711 -0.3202
H 1.130 -1.692 -1.539 -0.1437 -0.7310 -0.3289
O 0.354 -1.831 -0.997 -0.6108 0.5955 0.6063
H -0.828 -1.083 2.558 0.1057 0.2467 -0.2511
H -1.874 -1.570 1.528 0.0489 0.4915 -0.1874
O -1.379 -1.826 2.312 -0.1835 -0.7097 0.3853
H -2.507 0.683 0.491 -0.1079 -0.2502 0.0543
H -2.252 -0.152 -0.707 -0.2758 -0.1580 0.3769
O -2.748 -0.188 0.134 0.5149 0.4132 -0.4418
H -0.630 2.627 -1.625 -0.1742 -0.0174 0.0850
H -0.414 1.160 -1.643 0.0573 0.0039 -0.4444
O -1.084 1.820 -1.896 -0.3587 0.0335 0.1924
```
Positions in Å, forces in eV/Å.

***

Formula: C5H11N3O
Source: OMol25
Level of theory: wB97M-V/def2-TZVPD

Calculated values
E_tot	-436.5663	Ha
gap between HOMO and LUMO	9.57	eV
maximum force	0.05917	hartree/bohr
highest occupied orbital energy	-9.0	eV

```
20
Properties=species:S:1:pos:R:3:forces:R:3
C -1.740 -0.250 0.121 0.6161 0.9130 0.0795
C -1.915 -0.086 -1.385 0.0242 -0.0933 0.2288
C 1.729 0.258 -0.888 -0.1263 -0.0874 0.0876
C 1.623 -0.259 0.525 -0.1069 0.2431 -0.0314
N 2.406 -1.327 0.810 0.0791 -0.0497 0.0157
C -0.098 1.150 1.354 -0.4465 0.1629 -0.2731
O -2.931 -0.225 0.815 0.0572 1.9602 0.9985
N -1.216 1.025 0.737 1.2289 -0.1086 -0.4373
N 0.910 0.252 1.456 0.4080 -0.5807 0.0316
H -2.541 0.883 1.189 -1.6282 -2.4901 -0.6375
H -1.106 -1.115 0.380 -0.0853 0.0976 -0.0794
H 3.083 -1.667 0.151 -0.0565 0.0476 0.0426
H 2.425 -1.677 1.753 -0.0144 0.0363 -0.0643
H 0.018 2.036 1.976 -0.0289 0.0200 -0.0208
H -0.960 -0.069 -1.912 0.0066 -0.0665 -0.0319
H -2.448 0.842 -1.595 0.0079 0.0004 0.0912
H -2.522 -0.912 -1.756 0.0508 -0.0460 -0.0442
H 1.036 1.080 -1.049 0.0388 0.0357 0.0163
H 2.750 0.594 -1.081 -0.0313 0.0255 0.0237
H 1.496 -0.535 -1.599 0.0067 -0.0200 0.0044
```
Positions in Å, forces in eV/Å.

***

Formula: C11H25BO9
Source: OMol25
Level of theory: wB97M-V/def2-TZVPD

Calculated values
E_tot	-1136.1773	Ha
gap between HOMO and LUMO	10.09	eV
SMILES	O=C(O)COC(=O)OB(O)O.CCOCC.CCOCC
maximum force	0.11722	hartree/bohr
highest occupied orbital energy	-9.7	eV

```
46
Properties=species:S:1:pos:R:3:forces:R:3
O 4.848 2.455 -1.490 2.3415 -4.0383 1.9820
C 5.399 1.466 -0.909 -1.5836 4.5506 -1.6217
O 6.742 1.607 -0.485 -2.3120 -1.0813 -0.7905
C 4.476 0.172 -0.674 2.3352 -0.8894 -0.4227
O 3.756 0.177 0.589 -1.7300 1.7862 -1.0033
C 2.785 1.217 0.652 0.4963 4.6173 0.9077
O 3.042 2.424 0.917 -0.7381 -5.8934 -1.0284
O 1.421 0.840 0.455 1.8573 1.1380 -2.1475
B 0.904 1.300 -0.823 -0.7687 0.5674 -1.2062
O 1.692 2.017 -1.819 -1.0148 -2.9388 1.5409
O -0.484 1.039 -1.201 2.2566 1.0287 1.8525
H 7.072 2.437 -0.900 -0.6272 -0.5258 0.3479
H 5.179 -0.747 -0.631 -1.3589 1.4158 0.1132
H 3.809 0.068 -1.594 0.7610 0.4084 1.4402
H 1.562 1.472 -2.636 0.0025 1.0899 0.5759
H -1.026 1.573 -0.577 0.1148 -0.8294 -0.4646
C 0.499 -2.070 0.144 0.1488 -0.1290 0.0630
C 0.310 -2.692 -1.227 -0.0301 -0.0155 0.0668
O 1.529 -3.119 -1.830 0.0900 0.0951 -0.1697
C 2.268 -4.107 -1.123 -0.0317 0.0128 0.0253
C 1.506 -5.402 -0.911 -0.1805 -0.0441 0.0103
H 1.180 -1.219 0.087 -0.2126 -0.3815 0.0420
H -0.460 -1.725 0.540 0.0968 0.0234 -0.0766
H 0.918 -2.781 0.860 -0.0978 -0.0196 -0.0025
H -0.121 -1.944 -1.899 0.1781 -0.1105 -0.0707
H -0.404 -3.521 -1.193 0.0099 -0.0278 0.0602
H 2.628 -3.698 -0.172 -0.0650 -0.0548 0.0601
H 3.158 -4.316 -1.724 -0.1337 0.1754 -0.0815
H 0.609 -5.253 -0.305 0.0937 -0.0214 0.0484
H 2.136 -6.135 -0.400 -0.0230 0.0620 -0.0595
H 1.187 -5.820 -1.870 0.0766 0.0230 0.0650
C -5.112 2.834 3.163 -0.1769 -0.0193 -0.0252
C -3.778 2.714 2.450 -0.0083 -0.0526 0.0143
O -3.615 1.484 1.752 0.1870 -0.0602 -0.0064
C -4.559 1.213 0.723 -0.0282 0.0161 0.0071
C -4.565 2.250 -0.385 0.0228 0.1799 0.0281
H -5.246 2.009 3.867 0.0527 0.0660 -0.0209
H -5.166 3.777 3.714 0.0359 -0.0971 -0.0439
H -5.952 2.809 2.466 0.0337 0.0887 0.0256
H -2.976 2.756 3.192 0.0043 -0.1843 -0.1660
H -3.613 3.558 1.771 -0.0986 0.0371 -0.0079
H -5.559 1.087 1.153 -0.0251 0.0824 -0.0411
H -4.284 0.244 0.297 0.1203 0.0653 0.2026
H -4.844 3.240 -0.017 -0.0680 -0.0606 -0.0411
H -5.278 1.971 -1.165 0.0887 -0.0089 0.0490
H -3.570 2.338 -0.831 -0.0916 -0.0459 -0.0299
```
Positions in Å, forces in eV/Å.

***

What did the second record say?
Formula: CH13O5S
Source: OMol25
Level of theory: wB97M-V/def2-TZVPD

Calculated values
total charge	-1
E_tot	-820.3083	Ha
gap between HOMO and LUMO	6.42	eV
maximum force	0.05605	hartree/bohr
highest occupied orbital energy	-3.3	eV

```
20
Properties=species:S:1:pos:R:3:forces:R:3
C 1.638 0.469 1.447 -1.5042 -2.4520 -0.1755
S 1.315 2.060 0.765 0.3965 1.4549 -0.3911
H 1.725 -0.343 0.689 0.1918 0.5715 0.1039
H 2.438 0.240 2.153 0.1239 0.7296 0.1846
H 0.661 0.179 1.892 0.7247 -0.1489 0.4004
H 1.336 1.389 -1.033 0.4894 -0.7121 -1.3213
H 1.702 -0.013 -1.557 0.3123 -0.1758 0.0826
O 1.407 0.799 -1.962 -0.1095 0.9860 1.3898
H 0.014 -2.727 -1.011 0.5028 -0.1711 -0.3202
H 1.130 -1.692 -1.539 -0.1437 -0.7310 -0.3289
O 0.354 -1.831 -0.997 -0.6108 0.5955 0.6063
H -0.828 -1.083 2.558 0.1057 0.2467 -0.2511
H -1.874 -1.570 1.528 0.0489 0.4915 -0.1874
O -1.379 -1.826 2.312 -0.1835 -0.7097 0.3853
H -2.507 0.683 0.491 -0.1079 -0.2502 0.0543
H -2.252 -0.152 -0.707 -0.2758 -0.1580 0.3769
O -2.748 -0.188 0.134 0.5149 0.4132 -0.4418
H -0.630 2.627 -1.625 -0.1742 -0.0174 0.0850
H -0.414 1.160 -1.643 0.0573 0.0039 -0.4444
O -1.084 1.820 -1.896 -0.3587 0.0335 0.1924
```
Positions in Å, forces in eV/Å.